A) The following is a DFT calculation (wB97M-V/def2-TZVPD) of a cluster of 2 separate species, CHF2NO2 in total.

Values from the calculation:
Highest occupied orbital energy in hartree: -0.429
HOMO-LUMO gap in eV: 9.65

The geometry in XYZ format:
```
7
Properties=species:S:1:pos:R:3:mulliken_charge:R:1
C -0.226 0.471 0.029 0.16
N 0.432 -0.717 -0.374 0.89
O 1.628 -0.766 -0.597 -0.50
O -0.360 -1.664 -0.277 -0.47
F -1.546 0.304 -0.059 -0.18
F 0.096 1.629 -0.533 -0.17
H -0.024 0.743 1.812 0.26
```

B) The following is a DFT calculation (wB97M-V/def2-TZVPD) of the molecule CHF2NO2.

Values from the calculation:
Highest occupied orbital energy in hartree: -0.432
HOMO-LUMO gap in eV: 11.52
Structure (SMILES): O=[N+]([O-])C(F)F

The geometry in XYZ format:
```
7
Properties=species:S:1:pos:R:3:mulliken_charge:R:1
O -1.136 -1.262 -0.645 -0.53
N -0.731 -0.553 0.257 0.91
O -1.041 -0.474 1.394 -0.49
C 0.466 0.413 -0.214 0.24
F 1.573 0.197 0.542 -0.23
F 0.205 1.686 -0.052 -0.19
H 0.663 -0.006 -1.282 0.29
```

Question: which arrangement is favored energetically? Ranking from most to least stable: B), A).